Record 1
Molecular formula: CH2N2O3S
Method: DFT, the ωB97M-V functional and the def2-TZVPD basis

Net charge: 0
LUMO energy (spin up / spin down), eV: -1.0 / -1.4
Maximum force, eV/A: 1.96
HOMO energy (spin up / spin down), Ha: -0.3660 / -0.3266
Gap between HOMO and LUMO (spin up / spin down), eV: 8.9099 / 7.4669

Each line ends with the Löwdin charge.
Atoms and positions in Å:
C: -0.233 0.429 0.133  -0.293
N: -0.832 -0.896 0.480  0.070
N: -1.923 -1.207 0.088  -0.141
O: -2.813 -0.752 -0.594  0.050
O: 3.530 0.035 0.217  -0.485
O: 1.094 0.467 0.456  -0.416
S: 2.337 0.121 -0.573  0.953
H: -0.415 0.608 -0.938  0.123
H: -0.746 1.194 0.732  0.141


Record 2
Molecular formula: CH2N2O3S
Method: DFT, the ωB97M-V functional and the def2-TZVPD basis

Multiplicity: 3
Net charge: 0
⟨S²⟩: 2.007
LUMO energy (spin up / spin down), eV: 0.5 / -3.7
Maximum force, eV/A: 7.09
HOMO energy (spin up / spin down), Ha: -0.2262 / -0.4229
Gap between HOMO and LUMO (spin up / spin down), eV: 6.6888 / 7.8373

Each line ends with the Löwdin charge.
Atoms and positions in Å:
C: 1.004 -0.666 0.028  -0.348
N: -0.149 -1.211 -0.158  0.002
N: 1.071 0.667 0.005  0.021
O: -1.784 -0.078 1.142  -0.223
O: -2.144 0.029 -1.295  -0.210
O: -0.115 1.245 -0.297  -0.150
S: -1.277 0.023 -0.184  0.648
H: 1.896 -1.215 -0.003  0.090
H: 1.498 1.207 0.761  0.169